No. 1
ORCA calculation (ωB97M-V with the def2-TZVPD basis set) on a cluster of 17 separate species, C20H66F10NO22PS2 in total.

## Properties
2S+1: 1

```
122
Properties=species:S:1:pos:R:3:forces:R:3
O 1.419 1.466 -2.789 -3.01 0.90 -0.44
S 2.355 0.895 -1.927 1.03 -0.16 -3.21
O 3.638 0.937 -2.520 1.35 -0.75 1.47
F 2.350 1.769 -0.656 0.07 -0.68 0.76
N 1.779 -0.664 -1.641 2.48 1.46 3.19
P 0.145 -0.767 -0.735 -4.92 -1.99 -2.74
O 0.220 -1.677 0.595 1.15 1.39 0.62
O -0.339 0.716 -0.311 2.05 -0.92 1.35
S 2.965 -1.821 -1.218 0.48 -0.30 -1.84
O 2.394 -3.053 -0.871 -2.28 -0.82 2.10
O 3.797 -1.982 -2.325 2.00 1.22 -1.81
C 4.114 -1.284 0.143 -1.03 0.63 0.97
F 4.861 -2.326 0.359 0.75 -2.00 0.17
F 4.917 -0.324 -0.215 0.45 1.73 -1.00
C 3.430 -0.930 1.475 0.70 0.44 -0.11
F 2.424 -0.063 1.319 -0.60 0.95 -0.53
F 2.906 -2.033 1.919 -0.52 -1.70 0.85
C 4.367 -0.323 2.566 -0.86 0.65 -0.41
F 3.931 -0.765 3.728 -0.53 -0.45 1.27
F 5.620 -0.694 2.440 1.18 -0.48 -0.58
C 4.324 1.227 2.651 0.90 -0.32 0.15
F 3.271 1.676 3.270 -1.53 0.14 0.50
F 5.372 1.593 3.365 1.08 0.24 0.86
F 4.431 1.819 1.495 -0.10 0.30 -1.54
H 0.140 -2.618 0.377 -0.03 -0.06 0.00
H -0.119 0.860 0.631 -0.39 0.66 -0.02
C 0.903 -4.520 2.982 -0.18 -0.29 -0.04
O -0.350 -4.616 2.307 -0.01 0.14 -0.06
H 1.322 -3.536 2.796 -0.14 0.06 -0.02
H 0.760 -4.652 4.057 0.17 0.02 0.02
H 1.585 -5.283 2.602 0.10 0.03 0.13
H -0.700 -5.497 2.488 0.06 -0.02 -0.09
C -0.071 3.048 -5.384 0.11 -0.19 0.35
O -1.161 3.496 -4.583 -0.07 0.19 0.11
H -0.100 3.543 -6.351 -0.17 0.11 0.06
H 0.876 3.279 -4.891 0.09 -0.06 -0.15
H -0.155 1.968 -5.536 0.14 0.00 -0.13
H -1.099 3.028 -3.743 -0.04 -0.11 -0.09
C 2.546 -8.160 2.139 -0.47 -0.01 -0.24
O 1.182 -7.776 2.331 0.13 0.15 0.04
H 3.142 -7.716 2.933 -0.07 0.04 0.03
H 2.646 -9.240 2.178 0.16 0.00 0.03
H 2.905 -7.793 1.172 0.17 -0.02 0.06
H 0.673 -8.176 1.621 -0.08 0.01 0.12
C -4.351 4.227 -4.495 -0.42 -0.12 0.09
O -5.390 4.277 -3.516 0.06 0.00 0.00
H -3.457 4.673 -4.071 -0.02 0.01 0.05
H -4.139 3.189 -4.763 0.17 0.06 -0.10
H -4.643 4.788 -5.386 0.14 -0.02 -0.06
H -6.176 3.876 -3.903 -0.04 0.03 0.15
C -4.347 0.154 -0.748 0.07 0.06 0.30
O -3.241 0.041 0.141 -0.13 0.01 -0.06
H -4.059 -0.280 -1.702 0.06 0.00 0.01
H -5.212 -0.387 -0.355 -0.08 0.01 -0.12
H -4.611 1.205 -0.899 -0.10 -0.03 -0.14
H -3.503 0.429 0.983 0.17 -0.12 0.04
C 5.100 3.732 6.405 -0.10 -0.23 -0.27
O 3.904 3.082 5.979 -0.03 0.08 0.15
H 4.920 4.174 7.382 -0.09 -0.02 -0.01
H 5.914 3.008 6.478 0.14 0.16 0.04
H 5.373 4.520 5.698 0.14 0.05 0.11
H 4.082 2.699 5.117 -0.05 0.01 0.05
C -1.127 4.381 -0.875 0.00 0.07 -0.49
O -1.205 5.444 -1.819 -0.04 -0.10 0.22
H -1.107 4.805 0.125 0.02 0.09 -0.02
H -2.000 3.727 -0.970 0.07 -0.12 0.15
H -0.212 3.803 -1.035 -0.06 -0.14 0.16
H -1.222 5.034 -2.689 0.04 0.19 -0.21
C -0.002 -1.198 -5.461 0.10 0.27 0.23
O -0.282 -0.721 -4.149 -0.02 -0.03 -0.17
H -0.565 -2.116 -5.616 -0.03 0.00 0.05
H -0.307 -0.462 -6.210 0.02 -0.10 -0.12
H 1.065 -1.410 -5.572 -0.02 -0.06 -0.13
H 0.223 0.091 -4.025 -0.03 -0.02 0.10
C -3.231 -7.512 2.155 0.01 0.11 0.33
O -2.238 -7.671 3.167 0.01 0.11 -0.18
H -2.878 -8.008 1.255 0.06 -0.03 0.03
H -4.173 -7.970 2.469 -0.05 0.01 -0.13
H -3.394 -6.453 1.940 -0.08 -0.04 -0.12
H -2.562 -7.229 3.959 0.08 -0.07 0.02
C -2.193 3.671 2.659 -0.21 -0.19 -0.07
O -2.302 2.482 1.872 0.16 -0.06 0.06
H -1.327 3.576 3.311 0.05 -0.12 -0.08
H -2.063 4.537 2.008 -0.02 0.11 0.16
H -3.089 3.799 3.264 0.06 0.17 0.04
H -3.071 2.586 1.304 0.10 0.06 -0.06
C -8.292 1.473 -2.496 0.04 0.26 0.28
O -8.478 2.842 -2.867 0.09 -0.18 -0.20
H -8.275 0.870 -3.399 -0.04 0.05 -0.04
H -7.343 1.356 -1.965 -0.01 -0.13 -0.02
H -9.115 1.145 -1.859 0.04 -0.16 -0.04
H -8.490 3.356 -2.054 -0.03 0.12 -0.13
C 5.298 3.908 -3.437 -0.23 -0.24 -0.03
O 4.000 3.779 -4.004 -0.03 -0.03 0.03
H 5.648 4.921 -3.619 -0.05 0.02 -0.03
H 5.264 3.729 -2.359 0.15 0.03 0.01
H 5.991 3.201 -3.902 0.11 0.05 0.08
H 3.698 2.882 -3.821 0.03 0.10 -0.04
C 5.656 -10.080 2.653 -0.09 -0.15 -0.27
O 4.436 -10.652 2.186 0.19 -0.08 0.03
H 5.468 -9.633 3.625 -0.07 -0.02 0.00
H 6.424 -10.850 2.756 0.08 0.09 0.07
H 6.003 -9.306 1.964 0.10 0.04 0.09
H 4.614 -11.045 1.326 -0.07 -0.02 0.05
C 8.096 1.159 6.831 0.04 -0.03 -0.34
O 8.248 2.085 5.757 -0.03 -0.04 0.09
H 7.989 1.725 7.753 0.00 0.06 -0.03
H 7.204 0.544 6.684 0.01 -0.05 0.14
H 8.975 0.515 6.907 -0.05 -0.05 0.13
H 8.341 1.572 4.949 0.01 0.10 0.00
C -5.039 5.620 1.093 0.04 0.16 0.32
O -5.014 5.195 2.457 -0.08 0.00 -0.16
H -5.038 4.736 0.460 -0.01 -0.03 0.03
H -5.941 6.202 0.890 0.03 -0.01 -0.15
H -4.157 6.223 0.863 -0.03 -0.01 -0.15
H -5.014 5.987 3.003 -0.01 -0.08 0.03
C -9.571 1.301 -6.319 0.02 0.22 0.30
O -10.256 1.760 -5.161 0.10 -0.07 -0.12
H -10.244 0.658 -6.881 -0.03 0.00 0.03
H -9.275 2.145 -6.949 0.05 -0.10 -0.12
H -8.681 0.729 -6.038 0.03 -0.05 -0.16
H -9.647 2.328 -4.675 -0.16 0.08 0.16
```
Positions in Å, forces in eV/Å.

Results of the Löwdin charge analysis, in e, for atoms 1 through 5: atom 1 (O): -0.239, atom 2 (S): 0.490, atom 3 (O): -0.214, atom 4 (F): -0.102, atom 5 (N): -0.381


No. 2
ORCA calculation (ωB97M-V with the def2-TZVPD basis set) on a structure of composition C20H66O17.

## Properties
Energy above the lowest of the compared OMol25 structures with the same formula, charge and spin: 3418.5 kJ/mol
2S+1: 1

```
103
Properties=species:S:1:pos:R:3:forces:R:3
O -3.500 0.444 0.509 -8.61 0.53 -3.02
H -3.992 1.263 0.457 -0.76 -0.19 -0.49
H -2.761 0.644 1.083 -1.39 -1.68 -1.19
O -3.024 -0.593 -1.300 -4.04 0.71 -6.52
H -3.019 0.103 -0.643 -0.80 0.21 -0.07
H -2.510 -1.298 -0.907 -4.46 4.35 -1.77
O 0.771 0.125 -3.148 1.89 1.37 -3.47
H 0.616 -0.514 -3.843 0.12 -0.14 -0.71
H 0.887 -0.403 -2.358 -0.61 -0.30 -0.37
O -1.767 -1.856 -0.431 1.88 -10.02 8.38
H -1.948 -2.030 0.493 0.13 0.04 0.91
H -2.208 -2.565 -0.900 0.06 -1.33 -0.19
O -1.487 0.402 -2.789 -0.85 0.24 -2.23
H -0.553 0.256 -2.938 -0.75 0.69 -0.29
H -1.722 -0.224 -2.104 -1.26 0.43 -0.40
C -0.723 -2.547 -2.738 1.47 -1.62 -0.13
C -0.204 -3.585 -1.666 -2.74 0.65 -2.40
O -1.010 -4.728 -1.591 -0.81 -0.53 0.43
O -0.580 -3.046 -4.013 -0.61 -0.76 -1.58
H -0.136 -1.636 -2.623 -0.72 -2.16 -1.77
H -1.752 -2.219 -2.593 -0.29 -0.13 -0.06
H -0.047 -3.009 -0.754 -2.18 -0.75 -0.56
H 0.794 -4.001 -1.805 -3.03 -0.19 -1.95
H -1.915 -4.493 -1.372 -0.30 -0.22 -0.03
H -1.449 -3.397 -4.222 0.24 -0.34 -0.64
C 1.982 2.284 1.957 -0.36 -0.38 -1.36
C 1.641 2.696 0.508 -0.81 2.16 0.48
O 0.308 3.182 0.509 2.17 5.57 1.76
O 1.350 1.032 2.147 1.72 1.72 2.08
H 1.632 2.945 2.749 0.36 0.67 -0.40
H 3.059 2.125 1.999 -0.08 -0.06 0.42
H 1.693 1.860 -0.190 -0.29 0.54 0.59
H 2.254 3.528 0.162 0.44 -0.25 -0.05
H 0.063 3.647 -0.295 0.46 0.18 -0.08
H 0.395 1.092 2.080 -0.21 0.32 -0.20
C -2.251 2.226 1.591 2.11 0.48 1.38
C -1.274 2.864 2.548 -1.39 1.60 1.65
O -1.731 2.754 3.913 -0.04 2.75 -0.12
O -2.089 0.805 1.818 7.94 5.44 2.59
H -1.774 2.412 0.629 -1.48 0.55 0.40
H -3.316 2.455 1.590 0.39 0.63 0.60
H -1.219 3.941 2.388 0.39 -0.06 -0.61
H -0.288 2.402 2.489 -0.69 0.54 -0.11
H -0.969 2.908 4.476 -0.07 0.55 0.14
H -2.033 0.623 2.759 0.42 1.53 0.25
C -2.549 2.539 -2.211 -0.21 -1.22 0.42
C -1.106 3.047 -2.453 -1.68 0.71 -0.02
O -1.185 4.262 -3.192 0.57 0.06 -0.20
O -3.348 3.320 -1.331 0.62 1.23 0.35
H -2.559 1.552 -1.749 -0.05 0.76 -0.58
H -3.105 2.487 -3.147 0.47 -0.23 -0.30
H -0.495 2.281 -2.931 -0.36 0.53 -0.60
H -0.618 3.194 -1.489 -0.39 0.97 -0.60
H -1.504 4.942 -2.594 0.04 0.14 -0.05
H -3.294 4.205 -1.699 -0.55 0.40 0.20
C 1.897 -3.182 -0.891 4.61 0.02 1.47
C 3.174 -3.026 -0.020 -0.63 -0.93 0.36
C 3.020 -1.932 0.969 0.73 0.35 2.01
O 3.363 -4.237 0.708 -0.40 -1.07 -0.25
H 1.723 -2.233 -1.398 -0.86 -1.33 0.92
H 1.004 -3.524 -0.368 3.05 -0.02 1.61
H 1.981 -3.844 -1.753 2.32 -0.20 0.67
H 4.110 -2.817 -0.538 -0.19 0.03 -0.77
H 3.133 -1.001 0.414 -2.06 -1.78 1.95
H 3.841 -1.985 1.683 0.64 0.08 -0.11
H 2.154 -1.912 1.631 1.08 -0.78 -0.15
H 4.198 -4.225 1.182 0.07 0.21 -0.06
C -3.012 -0.907 3.183 -1.46 -1.94 1.17
C -1.780 -0.691 4.044 0.88 -2.84 -1.54
C -0.555 -1.416 3.366 -2.00 -0.48 2.67
O -1.635 0.695 3.921 1.27 -2.63 5.23
H -3.377 -1.934 3.217 0.34 -0.23 -0.12
H -2.875 -0.527 2.171 -1.04 -2.10 0.94
H -3.835 -0.360 3.643 -0.12 0.33 -0.19
H -1.911 -1.080 5.054 -0.11 0.51 0.21
H -0.495 -1.162 2.307 -0.16 -0.34 4.22
H -0.767 -2.484 3.411 -0.06 -0.27 0.01
H 0.329 -1.291 3.990 0.37 0.33 -0.42
H -0.864 0.999 4.405 -0.09 -0.05 -0.15
C -0.540 1.246 -0.234 -0.35 -4.52 -0.65
C 0.356 -0.076 -0.332 -2.87 2.98 0.99
C 0.533 -0.878 0.917 -1.14 -0.05 -1.31
O -0.096 -0.956 -1.340 4.64 4.03 3.06
H -1.598 1.038 -0.074 1.13 -0.84 -1.10
H -0.523 1.809 -1.167 0.74 -1.48 1.00
H -0.261 1.931 0.568 -0.69 -2.92 -0.92
H 1.319 0.303 -0.672 -1.61 1.29 1.30
H 1.088 -1.791 0.697 -1.72 0.42 -0.12
H -0.451 -1.047 1.354 0.39 0.06 -4.03
H 1.009 -0.324 1.726 0.10 -2.10 -1.31
H -0.825 -1.471 -0.986 1.61 0.47 0.00
C 3.811 1.499 -0.901 0.67 -0.11 0.89
C 3.863 -0.026 -0.944 0.11 1.95 -1.44
C 2.625 -0.569 -1.726 3.65 -0.05 0.48
O 5.074 -0.445 -1.529 0.31 -0.44 -0.27
H 3.426 1.974 -1.803 -0.21 -0.02 0.04
H 4.796 1.914 -0.686 0.23 -0.14 -0.14
H 3.216 1.745 -0.021 0.93 -0.07 -0.81
H 3.921 -0.338 0.099 1.50 1.27 -1.38
H 1.734 -0.615 -1.101 2.93 -1.84 -1.16
H 2.903 -1.563 -2.076 0.30 0.71 -0.69
H 2.306 0.114 -2.514 1.93 -0.15 0.22
H 5.063 -0.100 -2.425 0.22 -0.08 -0.27
```
Positions in Å, forces in eV/Å.

Results of the Löwdin charge analysis, in e, for atoms 1 through 5: atom 1 (O): 0.003, atom 2 (H): 0.083, atom 3 (H): -0.305, atom 4 (O): -0.062, atom 5 (H): -0.103


Table of Kohn-Sham gap (Ha), in record order: 0.35226, 0.29525